CH12O5 | the ωB97M-V functional and the def2-TZVPD basis

The calculation puts the molecular weight at 104.10 g/mol. The value obtained for the maximum force is 1.56 eV/Å. As for the spin multiplicity: 2. As for the net charge: -1. Its expectation value of S² is 0.75. The energy above the lowest of the compared OMol25 structures with the same formula, charge and spin comes out at 0.5217 eV. For the gap between HOMO and LUMO (spin up / spin down), the calculation gives 2.834 / 10.329 eV.

Last column: Mulliken spin population.
Geometry (Å):
C  -3.233  -1.388  0.287  0.297
O  -2.166  -0.465  0.577  0.070
H  -4.047  -0.838  -0.219  -0.011
H  -2.810  -2.106  -0.418  -0.045
H  -3.583  -1.856  1.208  -0.004
H  -1.581  -0.517  -0.201  -0.011
H  2.718  0.161  1.553  -0.298
H  1.395  -0.303  1.261  0.116
O  2.171  0.011  0.758  0.205
H  0.096  -1.315  -1.314  -0.103
H  -0.464  -0.677  -2.521  -0.088
O  -0.749  -0.958  -1.641  0.380
H  2.160  3.930  2.769  -0.136
H  1.865  3.191  1.323  -0.156
O  1.946  3.130  2.283  0.505
H  2.520  -0.217  -1.317  0.012
H  1.796  0.587  -2.274  -0.246
O  1.967  -0.371  -2.113  0.514